A structure of composition C20H32O2 at a distorted geometry, computed with the ωB97M-V functional and the def2-TZVPD basis.

Properties
- E_HOMO: -8.85 eV
- Energy above the lowest of the compared OMol25 structures with the same formula, charge and spin: 425.9 kcal/mol
- E: -931.044459 a.u.
- Largest force on an atom: 13.76 eV/A
- Orbital gap: 9.24 eV
- Multiplicity: 1

Geometry (Å):
C (-3.0044, -2.7537, -1.3862)
C (-3.6426, -2.0569, -0.3465)
C (-2.9598, -0.6418, 0.0060)
C (-3.7628, -0.0693, 1.1707)
H (-3.8109, -0.8843, 1.9081)
H (-4.9093, 0.0917, 0.9751)
C (-3.2043, 1.1394, 1.7591)
C (-3.2314, 2.3169, 0.3877)
C (-2.2545, 2.8046, -0.2935)
C (-0.7249, 2.3298, -0.0456)
C (0.0591, 3.1191, -1.0977)
C (1.3113, 3.2800, -1.1250)
C (2.3025, 2.8160, 0.0786)
C (3.4857, 2.2242, -0.0996)
C (3.7309, 0.9402, 0.2668)
C (2.8535, 0.2048, 1.5623)
C (3.5134, -1.2948, 1.7390)
C (2.8458, -2.3510, 1.5568)
C (1.6053, -2.4251, 0.8861)
H (0.8580, -1.5901, 1.1500)
C (1.4729, -2.9905, -0.6075)
C (1.9921, -1.8322, -1.2889)
C (1.2753, -0.5560, -1.4397)
O (0.1446, -0.4668, -0.7984)
O (1.8767, 0.4611, -2.4414)
H (1.4588, 1.1503, -2.1530)
H (2.2041, -2.4951, -2.4661)
H (3.1498, -1.4816, -1.1500)
H (0.4170, -3.2382, -0.7182)
H (2.1410, -3.9409, -0.5364)
H (1.0388, -3.2068, 1.4948)
H (3.4083, -3.2291, 1.5551)
H (4.5238, -1.0898, 2.0871)
H (1.8594, 0.0602, 1.0983)
H (2.9267, 0.7400, 2.3768)
H (4.6763, 0.6402, 0.1093)
H (4.1542, 2.5505, -1.0615)
H (1.7117, 2.5876, 1.2795)
H (2.6312, 4.0264, 0.5204)
H (1.8260, 3.7027, -1.7913)
H (-0.2984, 3.0133, -1.9046)
H (-0.8416, 1.3554, 0.1710)
H (-0.5035, 2.6542, 0.9753)
H (-2.4473, 3.3876, -0.9275)
H (-4.3193, 2.7090, 0.2363)
H (-1.9166, 0.9879, 1.8173)
H (-3.5096, 1.5541, 2.5370)
H (-2.9805, -0.2145, -0.7945)
H (-2.0515, -0.8395, 0.1929)
H (-4.9585, -1.7871, -0.5987)
H (-3.8031, -2.6518, 0.4851)
H (-3.0101, -2.0863, -2.4129)
H (-3.3485, -3.6360, -1.8197)
H (-1.9607, -3.0380, -1.0779)

=====

A structure of composition C20H33Br2N3O7Sr2 at a distorted geometry, computed with the ωB97M-V functional and the def2-TZVPD basis.

Properties
- E_HOMO: -13.40 eV
- E: -6681.629865 a.u.
- Total charge: +2
- Largest force on an atom: 2.64 eV/A
- Orbital gap: 5.96 eV
- Multiplicity: 1

Geometry (Å):
N (-1.2680, -17.6394, 29.7050)
H (-1.9915, -18.1388, 29.1950)
H (-0.3104, -18.1740, 29.4095)
H (-1.4204, -17.7602, 30.7239)
H (-1.2707, -16.6234, 29.5272)
Sr (0.3492, -20.9329, 31.1974)
Sr (-3.6761, -20.3325, 31.3869)
C (0.2327, -18.3418, 33.5387)
C (-1.1642, -18.9211, 33.4118)
O (-1.4066, -19.3198, 32.0622)
H (0.9897, -19.1400, 33.3707)
H (0.4880, -17.9119, 34.5037)
H (0.4082, -17.6305, 32.7266)
H (-1.9164, -18.2224, 33.7973)
H (-1.2335, -19.7966, 34.0810)
C (-5.4761, -21.7071, 34.4270)
C (-3.9639, -21.9176, 34.3519)
O (-3.5051, -22.0947, 33.0246)
H (-5.7866, -21.8599, 35.4682)
H (-6.0063, -22.5154, 33.9135)
H (-5.7637, -20.7151, 34.0910)
H (-3.6683, -22.7899, 34.9407)
H (-3.5185, -20.9917, 34.7785)
C (2.3322, -17.4086, 28.6643)
C (1.9188, -18.2266, 29.8747)
O (0.8747, -19.1594, 29.5715)
H (2.9127, -17.9616, 27.9305)
H (2.9345, -16.5503, 28.9740)
H (1.4422, -17.0013, 28.1732)
H (1.6407, -17.5641, 30.7087)
H (2.7758, -18.8385, 30.2064)
Br (-2.2187, -15.1764, 32.0083)
C (-0.6545, -14.0442, 32.3481)
C (0.4450, -14.3098, 31.3548)
Br (-0.0553, -13.8673, 29.5509)
H (-0.3203, -14.3297, 33.3428)
H (-0.9905, -13.0147, 32.3545)
H (0.8009, -15.3316, 31.3876)
H (1.3018, -13.6750, 31.5857)
C (-6.8280, -17.9433, 37.2012)
C (-5.5694, -18.0393, 36.6007)
C (-5.4255, -18.1171, 35.2267)
C (-6.5715, -18.0601, 34.4641)
C (-7.8346, -17.8906, 35.0248)
C (-7.9568, -17.8616, 36.4104)
N (-6.4566, -17.9611, 33.0290)
O (-5.5077, -18.5567, 32.4930)
O (-7.2006, -17.2533, 32.4272)
H (-6.9251, -17.9564, 38.2769)
H (-4.6975, -17.9426, 37.2378)
H (-4.4501, -18.0548, 34.7656)
H (-8.6940, -17.7005, 34.3940)
H (-8.9404, -17.7494, 36.8462)
C (3.7864, -16.4985, 34.4379)
C (3.8442, -17.3369, 33.3667)
C (4.5136, -16.9365, 32.2376)
C (5.0712, -15.6824, 32.2057)
C (4.9447, -14.7913, 33.2215)
C (4.3514, -15.2282, 34.3828)
N (5.6741, -15.2191, 30.9336)
O (5.6479, -15.9969, 30.0006)
O (6.1383, -14.0986, 30.9011)
H (3.2881, -16.8517, 35.3349)
H (3.4722, -18.3531, 33.3853)
H (4.5436, -17.5484, 31.3470)
H (5.4094, -13.8181, 33.1788)
H (4.2044, -14.5953, 35.2476)